Record 1
C5H12O | ωB97M-V/def2-TZVPD

Geometry as XYZ:
```
18
Properties=species:S:1:pos:R:3:forces:R:3
C -1.2226 0.7426 -1.0132 0.00 0.05 -0.05
C -0.5995 -0.3679 -0.1644 0.01 -0.04 -0.01
C -1.6634 -1.0422 0.7012 -0.03 -0.03 0.04
C 0.5514 0.1773 0.6907 -0.01 0.02 0.02
C 1.8254 0.4794 -0.1059 -0.35 0.30 -0.12
O 2.8231 -0.4414 0.3070 0.31 -0.04 -0.13
H -0.4705 1.2733 -1.6098 -0.11 -0.09 0.08
H -1.7143 1.4821 -0.3673 0.08 -0.11 -0.08
H -1.9770 0.3480 -1.7033 0.10 0.04 0.11
H -0.1778 -1.1285 -0.8386 -0.04 0.09 0.09
H -2.1214 -0.3209 1.3906 0.08 -0.09 -0.10
H -1.2305 -1.8514 1.3002 -0.06 0.12 -0.09
H -2.4636 -1.4680 0.0847 0.11 0.08 0.09
H 0.2064 1.0732 1.2250 0.04 -0.12 -0.08
H 0.8317 -0.5571 1.4548 -0.05 0.09 -0.09
H 2.1604 1.5149 0.0583 -0.02 -0.19 0.02
H 1.6296 0.3703 -1.1857 0.03 0.01 0.19
H 3.6125 -0.2836 -0.2242 -0.08 -0.08 0.12
```
Positions in Å, forces in eV/Å.

Calculated values
Structure (SMILES): CC(C)CCO
HOMO level, eV: -10.22
Kohn-Sham gap, eV: 11.229
Energy above the lowest of the compared OMol25 structures with the same formula, charge and spin, kcal per mole: 8.10
Total energy, hartree: -272.9358

Record 2
C7H11NO5S | ωB97M-V/def2-TZVPD

Geometry as XYZ:
```
25
Properties=species:S:1:pos:R:3:forces:R:3
C -1.2690 0.4853 -2.7342 -1.19 0.24 -1.23
C 1.5626 -1.6897 0.4309 -0.61 0.95 0.69
C -0.3206 0.1080 -1.6613 1.85 -1.27 0.51
C -1.9363 1.7585 -0.9079 0.06 0.53 0.84
C -0.5104 1.0461 -0.5082 -1.11 1.86 1.86
C -0.4615 0.3820 0.9463 1.70 -1.96 -3.42
C 1.5189 -0.4733 1.2607 -1.49 2.59 -0.97
N 1.4519 -0.4773 2.6341 0.44 0.37 2.96
O 0.8515 -2.6960 0.8511 -0.97 -1.65 0.13
O -1.3072 0.0570 -3.8540 0.07 0.23 0.57
O 2.1835 -1.6664 -0.5870 0.76 -0.58 -1.06
O -2.2117 1.3995 -2.2962 1.48 0.01 0.83
O 2.4019 0.4462 0.7862 0.47 1.23 0.06
S -1.7527 -0.8669 1.2425 0.79 0.71 1.73
H -0.4490 -0.9720 -1.3829 -0.23 0.88 -0.31
H 0.7332 0.1233 -2.0243 -0.84 0.06 -0.04
H -2.8041 1.3362 -0.3525 0.77 0.34 -0.02
H -1.9301 2.9226 -0.7220 0.09 -2.33 -0.77
H 0.2466 1.8899 -0.4954 -0.68 -1.15 -0.10
H -0.2501 0.9877 1.7852 -0.41 0.77 0.71
H 0.0417 -2.4158 1.3308 0.31 0.17 0.07
H 1.6673 0.4334 3.1503 -0.48 -1.62 -1.63
H 1.9333 -1.2150 3.1554 -0.17 0.13 -0.64
H 2.7844 0.2402 -0.0868 -0.60 -0.51 0.32
H -2.1742 -1.1432 0.0390 0.00 0.02 -1.11
```
Positions in Å, forces in eV/Å.

Calculated values
HOMO level, eV: -8.41
Kohn-Sham gap, eV: 8.702
Energy above the lowest of the compared OMol25 structures with the same formula, charge and spin, kcal per mole: 0.00
Total energy, hartree: -1102.4191

Record 3
C3H6SSe | ωB97M-V/def2-TZVPD

Geometry as XYZ:
```
11
Properties=species:S:1:pos:R:3:forces:R:3
C 1.3529 1.5115 0.0522 0.29 -5.48 2.09
C 1.5709 -1.4049 1.0118 1.81 3.94 -1.70
C 1.1814 -0.0332 0.7511 -1.66 -0.95 -0.53
S -0.0098 2.3838 -0.3295 0.01 0.03 0.01
Se -3.2105 -0.7011 -1.7937 2.07 -0.57 -0.85
H 2.3649 1.7435 -0.1019 0.97 0.91 -0.51
H 0.9712 -2.1027 1.5998 -0.29 0.69 -0.35
H 2.5627 -1.8047 0.6963 -0.75 0.45 0.40
H 0.1275 -0.0427 0.9792 -0.42 0.40 0.58
H -2.5636 0.6094 -1.6227 0.11 -0.21 -0.11
H -4.3475 -0.1590 -1.2426 -2.15 0.79 0.97
```
Positions in Å, forces in eV/Å.

Calculated values
Multiplicity: 3
HOMO level (alpha / beta), eV: -7.37 / -9.34
Kohn-Sham gap (alpha / beta), eV: 8.062 / 6.462
Energy above the lowest of the compared OMol25 structures with the same formula, charge and spin, kcal per mole: 40.87
Total energy, hartree: -2917.3040

Record 4
C28H54AsBaNS2Si3 | ωB97M-V/def2-TZVPD

Geometry as XYZ:
```
90
Properties=species:S:1:pos:R:3:forces:R:3
Ba -0.0630 0.7120 -0.1522 0.09 -0.09 -0.13
C -0.2795 0.4231 3.8870 0.02 -0.02 0.00
C -0.6534 1.5017 2.8986 -0.10 0.01 -0.01
C -1.9364 1.4798 2.3197 -0.04 0.06 -0.08
C -2.9337 0.4390 2.7732 0.00 -0.02 -0.01
C -2.2888 2.4389 1.3533 0.10 -0.07 0.04
C -3.6422 2.3920 0.6815 0.03 -0.01 -0.04
C -1.3671 3.4392 0.9961 -0.03 -0.06 -0.02
C -1.7473 4.5277 0.0194 0.02 0.02 -0.03
C -0.0919 3.4630 1.5759 -0.13 0.04 0.00
C 0.9042 4.5243 1.1852 0.03 -0.01 -0.02
C 0.2481 2.5203 2.5574 0.15 0.01 0.04
C 1.5732 2.6790 3.2583 0.06 -0.02 0.03
H -0.6907 -0.5387 3.5825 0.00 0.00 0.00
H -0.6614 0.6539 4.8857 0.00 -0.01 0.00
H 0.7954 0.2921 3.9583 0.01 0.02 0.01
H -2.8801 -0.4687 2.1642 0.02 0.00 -0.01
H -3.9529 0.8133 2.7216 -0.02 0.02 -0.01
H -2.7507 0.1490 3.8051 0.00 0.01 -0.01
H -4.0978 1.4111 0.7641 -0.02 -0.03 0.02
H -3.5601 2.6111 -0.3846 -0.01 0.00 0.02
H -4.3316 3.1252 1.1084 0.00 0.00 0.01
H -1.2539 4.4018 -0.9498 -0.01 0.01 0.01
H -1.4408 5.5031 0.3967 0.00 -0.01 0.01
H -2.8183 4.5691 -0.1548 0.00 0.00 0.01
H 1.9211 4.1389 1.2180 0.00 0.00 0.02
H 0.8387 5.3846 1.8589 0.01 0.00 -0.01
H 0.7383 4.8846 0.1720 -0.02 0.01 0.01
H 2.4084 2.4055 2.6069 -0.04 -0.01 -0.01
H 1.6346 2.0833 4.1640 0.00 0.01 0.00
H 1.7199 3.7222 3.5415 -0.01 0.00 0.01
C -2.0034 -4.7658 2.4225 0.00 -0.01 0.02
Si -2.3981 -4.8692 0.5971 0.00 0.03 0.03
C -1.0082 -5.6504 -0.3772 -0.01 0.01 -0.02
C -3.9105 -5.9713 0.4104 0.00 -0.01 0.00
C -2.8790 -3.1739 -0.0926 -0.03 -0.03 0.01
C -4.1379 -2.9764 -0.6335 0.00 -0.01 -0.03
C -4.5195 -1.7386 -1.1497 -0.03 0.01 0.02
C -3.6046 -0.7162 -1.0772 0.00 0.01 -0.04
N -2.3843 -0.8505 -0.5485 0.00 -0.10 -0.03
C -2.0019 -2.0583 -0.0778 -0.04 0.06 0.03
S -0.3845 -2.2024 0.5594 0.10 0.05 0.11
H -1.8181 -5.7668 2.8207 -0.01 0.00 0.01
H -2.8449 -4.3381 2.9732 0.00 0.00 0.00
H -1.1236 -4.1504 2.6054 -0.01 -0.01 -0.01
H -0.8205 -6.6635 -0.0120 0.00 0.01 0.00
H -0.0889 -5.0733 -0.2934 0.02 0.01 0.01
H -1.2736 -5.7203 -1.4348 0.00 0.00 0.00
H -3.6813 -6.9630 0.8080 0.00 0.00 0.00
H -4.2044 -6.0990 -0.6339 0.00 -0.01 0.00
H -4.7719 -5.5896 0.9635 0.00 0.00 0.00
H -4.8424 -3.7991 -0.6687 -0.01 0.00 0.00
H -5.4934 -1.5801 -1.5909 0.00 0.01 0.00
H -3.8476 0.2655 -1.4696 0.00 0.03 -0.01
C 5.7780 -0.2540 1.2092 0.00 0.00 -0.01
Si 3.9460 -0.4481 0.8232 0.04 0.00 0.01
C 3.7603 -2.0658 -0.1225 -0.01 0.00 -0.02
C 3.0602 -0.7142 2.4675 0.00 -0.01 0.03
As 3.1206 1.4876 -0.1637 -0.09 -0.01 -0.03
Si 3.4318 0.9481 -2.3866 -0.03 0.02 0.08
C 2.4083 -0.5082 -3.0366 -0.01 0.03 0.02
C 5.2203 0.5956 -2.8428 0.00 0.00 -0.03
C 2.8512 2.4448 -3.3859 0.01 0.01 -0.02
H 6.1742 -1.1337 1.7251 0.00 0.00 0.00
H 5.9461 0.6223 1.8388 0.00 0.00 0.00
H 6.3508 -0.1090 0.2905 0.00 0.00 0.00
H 4.1660 -2.8776 0.4891 0.00 0.00 0.00
H 4.3099 -2.0577 -1.0659 0.00 -0.01 0.00
H 2.7144 -2.2999 -0.3345 -0.01 0.01 0.00
H 3.5143 -1.5489 3.0099 -0.01 0.01 0.01
H 2.0032 -0.9585 2.3210 0.00 0.00 -0.02
H 3.1280 0.1735 3.1007 0.00 -0.01 0.01
H 2.7210 -1.4546 -2.5983 0.01 -0.02 0.01
H 2.5093 -0.5881 -4.1240 -0.01 -0.01 0.00
H 1.3413 -0.3899 -2.8170 0.00 0.00 -0.02
H 5.5918 -0.2839 -2.3123 0.00 0.00 0.00
H 5.8552 1.4392 -2.5655 0.00 0.00 0.00
H 5.3316 0.4138 -3.9159 0.01 0.00 0.00
H 1.7948 2.6553 -3.1862 0.00 0.00 0.01
H 2.9685 2.2833 -4.4618 0.00 0.01 0.00
H 3.4164 3.3374 -3.1112 0.00 0.00 0.00
C -0.3280 0.7235 -4.7841 0.01 -0.02 -0.02
S -1.3694 1.0459 -3.3494 -0.01 0.10 0.04
C -1.6140 2.8190 -3.5743 0.01 0.05 -0.01
H -0.8614 1.0038 -5.6912 -0.01 0.00 0.01
H -0.1220 -0.3442 -4.8053 -0.01 0.00 0.00
H 0.6139 1.2638 -4.7150 0.00 0.01 0.01
H -0.6655 3.3555 -3.5443 0.00 -0.01 0.00
H -2.2539 3.1795 -2.7692 0.00 -0.03 -0.01
H -2.1113 3.0133 -4.5236 0.00 -0.01 0.00
```
Positions in Å, forces in eV/Å.

Calculated values
HOMO level, eV: -6.42
Kohn-Sham gap, eV: 6.446
Energy above the lowest of the compared OMol25 structures with the same formula, charge and spin, kcal per mole: 4.09
Total energy, hartree: -5080.4002